# C28H52Br3CaCl2F2LiN4O16PS2Si

C28H52Br3CaCl2F2LiN4O16PS2Si as an isolated structure in a non-equilibrium geometry (ωB97M-V with the def2-TZVPD basis set, the OMol25 dataset).

The geometry in XYZ format:
```
113
Properties=species:S:1:pos:R:3:forces:R:3
C -5.0338 -0.8063 4.4238 0.077 0.365 -0.155
C -4.3422 0.5055 4.8069 0.200 -0.867 -0.059
C -2.8134 0.4203 4.8368 -0.100 -0.409 -0.738
C -2.2392 -0.3804 3.6528 0.163 0.261 -0.249
Si -0.5160 0.2156 3.1007 -0.107 -0.203 0.426
C 0.6536 -0.0276 4.5454 0.260 -0.312 -0.069
C 1.9693 -0.7080 4.1427 0.043 0.148 0.104
C -0.0223 -0.8011 1.5939 0.022 0.175 0.301
C -0.0960 -2.3112 1.9008 0.027 0.101 -0.150
C -1.1070 -3.1016 1.0559 0.168 0.263 0.599
N -2.4316 -2.5206 0.8864 -0.150 -0.541 -0.530
C -0.7001 2.0840 2.7531 0.167 -0.341 -0.044
C -0.1018 2.5553 1.4232 0.081 -0.376 0.213
C -1.0400 2.4456 0.2218 0.106 0.295 0.021
C -2.4673 2.8577 0.4659 -0.809 1.158 1.299
O -2.8219 3.8118 1.1460 0.680 -1.535 -1.665
O -3.4066 2.0880 -0.1848 -0.189 0.679 0.474
H -4.5044 -1.6621 4.8304 -0.057 -0.169 0.105
H -6.0646 -0.8018 4.7696 -0.104 -0.109 0.103
H -5.0634 -0.8957 3.3420 0.056 -0.191 -0.108
H -4.6696 0.6903 5.8325 -0.151 -0.223 -1.239
H -4.7021 1.2831 4.1379 -0.025 0.372 0.213
H -2.3710 1.4146 4.8193 -0.080 0.211 0.369
H -2.5179 -0.0916 5.7520 0.186 0.140 0.193
H -2.8819 -0.3039 2.7708 -0.190 0.140 -0.046
H -2.2157 -1.4410 3.8958 0.050 -0.141 0.004
H 0.9072 0.9463 4.9635 -0.072 0.148 0.083
H 0.1694 -0.6000 5.3404 -0.184 0.006 0.073
H 1.8258 -1.7166 3.7653 -0.062 -0.078 -0.171
H 2.4830 -0.0839 3.4165 0.258 -0.092 -0.144
H 2.6511 -0.7801 4.9869 0.044 0.016 0.130
H -0.6695 -0.5240 0.7582 -0.032 -0.064 -0.180
H 0.9933 -0.5488 1.2922 0.082 0.063 -0.077
H -0.2992 -2.4663 2.9620 -0.153 -0.100 0.122
H 0.8849 -2.7482 1.7263 0.082 -0.043 0.023
H -1.2581 -4.0517 1.5654 0.077 -0.282 -0.214
H -0.6606 -3.2938 0.0843 -0.110 -0.054 -0.214
H -2.9406 -2.4570 1.7514 -0.035 0.256 0.152
H -2.4116 -1.6421 0.3981 -0.007 0.251 0.146
H -0.1583 2.5917 3.5488 0.042 -0.011 0.161
H -1.7431 2.3718 2.8760 -0.099 0.217 -0.133
H 0.3225 3.5522 1.5204 -0.233 0.246 -0.058
H 0.7501 1.9082 1.2135 0.210 0.083 -0.137
H -0.6880 3.1327 -0.5509 0.018 0.075 -0.235
H -0.9992 1.4619 -0.2382 -0.071 -0.212 0.083
H -3.2348 1.1587 -0.0176 0.291 -0.314 -0.259
O 3.8764 1.4539 3.0525 -0.032 0.509 -1.068
H 4.4182 2.2329 3.2468 -0.113 -0.173 -0.039
Ca -4.8031 1.6760 7.5232 -0.112 0.836 1.401
C 1.9685 1.1813 -1.8161 0.044 -0.421 -0.594
O 1.5351 -0.1004 -1.4896 -0.268 0.469 0.538
H 2.6861 1.5115 -1.0561 -0.372 0.289 0.008
H 2.4684 1.1892 -2.7937 0.066 0.071 0.037
H 1.1480 1.9064 -1.8202 0.025 0.280 0.104
H 0.9314 -0.3875 -2.1855 0.435 -0.571 -0.255
C -4.1364 -5.1503 -0.5743 0.081 0.078 -0.200
C -5.1073 -5.3097 0.3326 0.155 0.133 -0.090
C -5.6624 -6.6635 0.6796 0.097 -0.352 -0.130
O -6.5351 -6.7162 1.5288 -0.085 0.155 0.069
C -5.1387 -7.8259 -0.0135 -0.141 -0.007 0.116
C -4.1683 -7.6690 -0.9239 -0.101 -0.193 0.107
C -3.5959 -6.3145 -1.2549 -0.102 0.363 0.177
O -2.7100 -6.2733 -2.0840 0.028 -0.165 -0.140
O -3.6335 -8.6726 -1.6023 0.013 0.019 -0.035
O -5.6618 -4.3019 1.0011 -0.036 0.000 0.017
H -3.7266 -4.1807 -0.8210 0.053 0.014 0.137
H -5.5551 -8.7922 0.2330 0.025 -0.015 -0.005
H -2.9543 -8.2726 -2.1794 0.089 0.051 -0.032
H -6.3256 -4.7089 1.5873 -0.057 -0.061 0.068
N 5.5355 -3.1724 0.2595 -0.073 -0.017 0.384
S 4.5388 -2.3239 1.1326 -0.574 0.306 0.240
O 4.9835 -2.0022 2.4405 0.231 -0.033 0.058
O 3.1505 -2.5729 0.9355 -0.041 -0.010 -0.215
F 4.7441 -0.8879 0.3184 0.139 0.313 -0.434
S 5.7186 -4.6658 0.7331 0.356 -0.623 0.032
O 6.8527 -5.2688 0.1203 0.022 0.325 -0.296
O 4.5230 -5.4322 0.8481 -0.176 0.179 0.067
F 6.1911 -4.4908 2.2612 0.028 -0.021 0.080
Li 4.1540 0.9461 -0.1984 0.346 -1.118 1.336
O 4.3457 -1.4546 -3.6430 0.025 0.089 0.380
P 3.1981 -2.3650 -4.0590 -0.471 0.657 -0.020
O 3.2326 -3.6156 -3.1912 0.399 -0.157 -0.275
O 3.3379 -2.8006 -5.5130 -0.189 -0.364 0.114
O 1.8812 -1.6081 -3.8914 -0.037 0.315 -0.211
C -0.4635 6.1968 -7.2824 -0.136 -0.095 0.368
C -0.0844 4.9451 -6.5095 -0.126 0.039 -0.281
N 0.0213 5.2111 -5.0690 0.103 -0.147 -0.016
C -1.0296 5.4404 -4.2120 0.000 0.023 -0.169
C -0.5001 5.6378 -2.9810 0.089 -0.007 0.123
N 0.8641 5.5186 -3.1078 0.019 0.162 0.038
C 1.1526 5.2610 -4.3787 -0.059 -0.008 0.045
C 1.8459 5.6323 -2.0268 0.074 -0.224 -0.005
H 0.2753 6.9762 -7.1278 0.073 0.020 -0.029
H -0.5205 5.9749 -8.3439 0.026 -0.025 -0.032
H -1.4331 6.5804 -6.9606 -0.021 -0.037 -0.031
H 0.8770 4.5617 -6.8452 0.039 -0.028 0.085
H -0.8197 4.1541 -6.6465 0.015 -0.041 0.071
H -2.0417 5.4360 -4.5739 -0.056 0.009 0.137
H -0.9457 5.8435 -2.0236 -0.126 -0.030 -0.040
H 2.1395 5.1064 -4.7795 0.016 -0.020 -0.015
H 2.5513 6.4319 -2.2353 -0.020 0.012 -0.050
H 2.3640 4.6803 -1.9434 0.085 0.036 0.125
H 1.3313 5.8407 -1.0950 -0.077 -0.015 -0.007
C 6.4991 -4.5845 5.6101 0.024 0.050 -0.066
Br 7.0214 -2.8061 6.1086 -0.030 -0.010 0.000
Br 7.9833 -5.8114 5.7371 -0.055 0.010 -0.013
Br 4.9945 -5.1983 6.6423 0.012 -0.005 0.008
H 6.1894 -4.5533 4.5741 0.010 -0.002 -0.033
C 2.2540 7.6363 -10.1541 0.016 -0.039 -0.013
Cl 0.8828 8.3859 -9.3253 0.054 0.239 -0.237
Cl 3.2465 6.6841 -9.0411 0.004 -0.020 -0.017
H 1.8729 6.9780 -10.9246 -0.032 -0.040 0.027
H 2.8668 8.4170 -10.5862 0.030 0.039 0.068
```
Positions in Å, forces in eV/Å.

For the LUMO energy, the calculation gives -0.6 eV. The calculated total energy is -13475.261193 hartree. The net charge is -1.